1.
Formula: C25H70N8O7
Source: OMol25
Level of theory: ωB97M-V/def2-TZVPD

```
! RIJCOSX wB97M-V def2-TZVPD def2/J DEFGRID3
* xyz 0 1
C -2.995 -3.349 -1.980
O -2.056 -2.307 -1.842
C -2.039 -1.361 -2.906
C -3.244 -0.434 -2.925
C -3.166 0.557 -4.080
N -3.382 0.339 -1.649
H -3.921 -3.016 -2.451
H -3.206 -3.744 -0.986
H -2.593 -4.169 -2.591
H -1.176 -0.720 -2.705
H -1.934 -1.880 -3.866
H -4.199 -0.965 -2.985
H -2.787 0.084 -4.987
H -2.541 1.400 -3.777
H -4.146 0.990 -4.283
H -2.641 1.048 -1.678
H -3.021 -0.273 -0.921
C -2.293 4.734 3.338
O -1.035 4.965 3.946
C 0.033 4.905 3.035
C 0.407 3.490 2.555
C 0.519 2.536 3.723
N 1.668 3.499 1.826
H -2.545 5.515 2.614
H -3.032 4.748 4.138
H -2.331 3.744 2.872
H -0.129 5.578 2.177
H 0.916 5.327 3.532
H -0.395 3.164 1.883
H -0.331 2.564 4.403
H 1.420 2.718 4.315
H 0.610 1.528 3.314
H 2.411 3.707 2.485
H 1.693 4.209 1.103
C 3.001 -2.808 4.504
O 2.084 -3.811 4.162
C 0.870 -3.286 3.708
C -0.035 -4.449 3.335
C 0.395 -5.113 2.040
N -1.450 -3.957 3.229
H 3.861 -3.240 5.011
H 2.553 -2.057 5.169
H 3.384 -2.276 3.621
H 0.400 -2.665 4.487
H 1.008 -2.637 2.827
H -0.004 -5.154 4.174
H 0.523 -4.338 1.277
H -0.326 -5.851 1.694
H 1.374 -5.567 2.184
H -1.858 -3.953 4.159
H -1.971 -4.692 2.755
C 1.116 -3.485 -1.708
O 2.026 -3.203 -2.764
C 1.351 -3.046 -3.999
C 2.320 -2.459 -5.009
C 1.612 -2.269 -6.349
N 3.461 -3.388 -5.153
H 1.704 -3.885 -0.885
H 0.388 -4.233 -2.041
H 0.595 -2.566 -1.431
H 0.935 -4.011 -4.321
H 0.516 -2.343 -3.873
H 2.596 -1.479 -4.602
H 2.164 -1.570 -6.976
H 0.630 -1.816 -6.173
H 1.452 -3.227 -6.837
H 4.300 -2.847 -5.329
H 3.610 -3.822 -4.247
C -4.690 5.454 -0.671
O -3.328 5.347 -0.972
C -2.917 4.010 -1.125
C -1.414 3.979 -1.297
C -0.927 4.712 -2.523
N -0.952 2.592 -1.299
H -5.323 5.160 -1.517
H -4.924 6.504 -0.472
H -4.945 4.896 0.237
H -3.209 3.390 -0.266
H -3.384 3.561 -2.018
H -0.997 4.522 -0.428
H 0.165 4.780 -2.499
H -1.304 5.733 -2.540
H -1.197 4.190 -3.445
H -0.903 2.201 -0.365
H -0.012 2.546 -1.675
C 3.972 0.759 3.591
O 3.188 0.129 2.614
C 3.834 0.088 1.351
C 2.857 -0.434 0.343
C 3.508 -0.703 -0.990
N 1.776 0.587 0.144
H 3.378 0.831 4.504
H 4.246 1.787 3.317
H 4.890 0.193 3.793
H 4.201 1.081 1.068
H 4.687 -0.604 1.428
H 2.346 -1.322 0.737
H 4.353 -1.393 -0.879
H 3.865 0.255 -1.376
H 2.862 -1.137 -1.749
H 0.897 0.101 -0.004
H 1.673 1.041 1.049
N -1.265 -2.005 0.871
C -1.156 -0.702 1.243
N -1.003 -0.450 2.587
O -1.192 0.220 0.423
H -1.548 -2.094 -0.106
H -1.179 -2.718 1.581
H -1.037 -1.236 3.211
H -1.016 0.518 2.841
*
```

As for the SMILES: COC[C@H](C)N.COC[C@H](C)N.COC[C@H](C)N.COC[C@H](C)N.COC[C@H](C)N.COC[C@H](C)N.NC(N)=O. The relative energy (zero: lowest compared OMol25 entry of this formula, charge and spin) comes out at 0.0 kJ/mol. The frontier orbital gap is 0.33531 Ha.

Löwdin population analysis, charges in e, atoms 1 to 2: number 1, C, carries -0.086; number 2, O, carries -0.260

2.
Formula: C26H25F4N4O
Source: OMol25
Level of theory: ωB97M-V/def2-TZVPD

```
! RIJCOSX wB97M-V def2-TZVPD def2/J DEFGRID3
* xyz 1 1
N 3.633 -1.046 -2.885
C 2.312 -1.158 -2.863
N 1.608 -2.238 -3.236
C 0.353 -1.912 -3.055
O -0.729 -2.603 -3.339
N 0.210 -0.672 -2.576
N 1.477 -0.180 -2.449
H 4.170 -1.896 -2.904
H 4.111 -0.157 -2.878
H -0.694 -3.472 -2.906
H -0.637 -0.168 -2.354
H 1.752 0.730 -2.103
F 2.526 1.791 -0.521
C 1.847 1.800 0.673
C 0.729 1.010 0.805
C 0.042 1.030 2.010
C 0.492 1.832 3.048
C 1.626 2.617 2.883
C 2.321 2.607 1.682
H 0.390 0.401 -0.023
H -0.841 0.419 2.136
H -0.043 1.848 3.987
H 1.974 3.246 3.690
H 3.206 3.208 1.528
F 5.154 1.286 -2.027
C 6.488 0.972 -1.954
C 7.092 0.416 -3.060
C 8.440 0.096 -2.975
C 9.143 0.335 -1.804
C 8.500 0.898 -0.709
C 7.154 1.227 -0.777
H 6.528 0.247 -3.969
H 8.941 -0.334 -3.831
H 10.192 0.086 -1.744
H 9.047 1.085 0.204
H 6.632 1.671 0.059
F -2.038 -0.182 0.782
C -2.995 -0.258 -0.176
C -4.122 0.527 -0.067
C -5.085 0.435 -1.061
C -4.913 -0.431 -2.135
C -3.769 -1.211 -2.218
C -2.796 -1.127 -1.230
H -4.240 1.190 0.779
H -5.976 1.044 -0.995
H -5.670 -0.498 -2.903
H -3.633 -1.890 -3.048
H -1.900 -1.731 -1.260
F -8.875 -1.258 5.177
C -7.684 -1.082 4.577
C -7.625 -1.106 3.199
C -6.395 -0.922 2.587
C -5.254 -0.722 3.351
C -5.342 -0.707 4.736
C -6.566 -0.885 5.363
H -8.528 -1.267 2.626
H -6.328 -0.933 1.506
H -4.295 -0.582 2.869
H -4.455 -0.555 5.336
H -6.662 -0.872 6.440
*
```

The frontier orbital gap is 0.31040 Ha.

Löwdin population analysis, charges in e, atoms 1 to 2: number 1, N, carries 0.231; number 2, C, carries -0.356

3.
Formula: C34H46F7N2O23
Source: OMol25
Level of theory: ωB97M-V/def2-TZVPD

```
! RIJCOSX wB97M-V def2-TZVPD def2/J DEFGRID3
* xyz 0 2
C 0.777 0.992 -1.630
O -0.296 0.528 -2.436
C -0.061 0.545 -3.832
C -0.942 1.576 -4.553
C -0.676 1.459 -6.081
C 0.741 1.190 -6.523
N 1.770 1.902 -6.344
C -0.633 2.970 -3.990
C -1.556 4.126 -4.449
C -0.921 4.908 -5.592
C -1.823 5.130 -3.311
N -2.848 3.542 -4.931
O -3.025 3.517 -6.197
C -3.419 2.375 -4.199
C -4.726 1.999 -4.881
C -3.728 2.729 -2.743
C -2.413 1.203 -4.257
H 1.359 1.761 -2.143
H 1.438 0.172 -1.336
H 0.351 1.435 -0.731
H -0.309 -0.448 -4.231
H 0.997 0.721 -4.034
H -1.313 0.666 -6.472
H -1.008 2.368 -6.579
H 0.893 0.270 -7.092
H 1.552 2.754 -5.826
H -0.662 2.890 -2.902
H 0.392 3.260 -4.240
H -0.560 4.271 -6.394
H -1.623 5.625 -6.012
H -0.067 5.454 -5.191
H -2.821 5.556 -3.407
H -1.761 4.682 -2.324
H -1.109 5.952 -3.366
H -5.260 1.289 -4.249
H -5.355 2.879 -5.013
H -4.559 1.551 -5.856
H -4.286 1.898 -2.312
H -2.841 2.889 -2.139
H -4.349 3.622 -2.682
H -2.450 0.693 -3.293
H -2.750 0.485 -5.005
C 4.130 -1.648 2.516
C 4.192 -1.307 1.037
O 3.057 -0.463 0.876
C 2.762 0.102 2.076
O 1.999 0.998 2.226
O 3.461 -0.498 3.057
F 4.056 -2.387 0.244
H 3.513 -2.534 2.668
H 5.094 -1.775 2.988
H 5.081 -0.756 0.728
C -4.986 5.953 1.229
C -3.667 5.645 0.542
O -4.084 5.335 -0.775
C -5.276 5.948 -1.013
O -5.778 6.041 -2.082
O -5.783 6.432 0.139
F -3.034 4.573 1.066
H -5.428 5.039 1.627
H -4.924 6.708 2.006
H -2.961 6.477 0.504
C -8.535 2.904 0.253
C -9.423 2.827 1.482
O -8.494 2.530 2.509
C -7.269 2.972 2.128
O -6.330 3.082 2.842
O -7.279 3.296 0.814
F -10.334 1.833 1.403
H -8.438 1.914 -0.196
H -8.850 3.629 -0.491
H -9.942 3.753 1.734
C 6.512 -3.862 5.771
C 7.964 -4.128 5.419
O 7.888 -4.475 4.048
C 6.764 -3.911 3.523
O 6.533 -3.817 2.364
O 5.975 -3.447 4.509
F 8.483 -5.177 6.105
H 6.027 -4.791 6.067
H 6.354 -3.092 6.519
H 8.639 -3.278 5.532
C 0.944 -1.826 5.793
C 1.891 -3.008 5.682
O 2.857 -2.716 6.669
C 2.294 -1.900 7.608
O 2.782 -1.643 8.654
O 1.102 -1.447 7.163
F 2.505 -3.065 4.477
H 1.288 -1.016 5.148
H -0.096 -2.061 5.591
H 1.450 -3.984 5.891
C 7.454 -9.013 5.294
C 7.611 -8.658 3.824
O 6.453 -7.883 3.577
C 6.037 -7.342 4.747
O 5.240 -6.467 4.843
O 6.679 -7.917 5.785
F 7.600 -9.746 3.024
H 6.881 -9.936 5.390
H 8.387 -9.082 5.844
H 8.491 -8.057 3.586
C -0.779 -2.347 -1.403
C 0.366 -3.329 -1.556
O -0.168 -4.517 -1.013
C -1.528 -4.462 -1.110
O -2.253 -5.380 -0.929
O -1.917 -3.214 -1.452
F 1.459 -2.949 -0.853
H -0.728 -1.867 -0.423
H -0.814 -1.591 -2.177
H 0.674 -3.518 -2.586
*
```

The frontier orbital gap (spin up / spin down) is 0.30725 / 0.35759 Ha.

Löwdin population analysis, charges in e, atoms 1 to 2: number 1, C, carries -0.074; number 2, O, carries -0.227